(1)
This record from OMol25 describes C15H20Br18Cl2O4 as an isolated structure in a non-equilibrium geometry. The level of theory is ωB97M-V/def2-TZVPD.

Last column: natural (NBO) charge in e.
Element x y z (Å)
O (-1.355, 0.503, 2.670)  -0.705
C (-2.246, -0.202, 2.202)  0.874
O (-2.066, -1.324, 1.468)  -0.538
C (-3.353, -1.969, 1.297)  -0.098
C (-4.233, -1.407, 2.384)  -0.433
C (-3.765, -0.035, 2.526)  -0.521
H (-3.391, -3.058, 1.318)  0.212
H (-3.755, -1.744, 0.310)  0.200
H (-4.135, -1.907, 3.348)  0.216
H (-5.280, -1.477, 2.090)  0.227
H (-3.909, 0.448, 3.492)  0.251
H (-4.183, 0.568, 1.719)  0.238
O (1.721, 1.261, 1.624)  -0.670
C (1.113, 0.501, 0.905)  0.937
O (0.399, -0.531, 1.312)  -0.573
C (-0.379, -1.199, 0.281)  -0.166
C (0.432, -0.859, -0.970)  -0.414
C (1.086, 0.459, -0.622)  -0.645
H (-1.402, -0.825, 0.230)  0.280
H (-0.438, -2.257, 0.538)  0.209
H (-0.123, -0.900, -1.907)  0.085
H (1.210, -1.622, -0.991)  0.243
H (0.471, 1.261, -1.031)  0.168
H (2.095, 0.601, -1.010)  0.273
C (2.658, 1.764, 3.655)  -0.344
Cl (2.217, 3.427, 4.391)  -0.128
Cl (4.451, 1.705, 3.690)  -0.083
H (2.277, 0.945, 4.265)  0.195
H (2.265, 1.712, 2.640)  0.265
C (-0.558, 2.837, 1.166)  -0.495
Br (-1.548, 4.532, 1.010)  0.083
Br (-1.515, 1.665, -0.052)  0.027
Br (-0.427, 2.106, 2.990)  0.334
H (0.427, 3.009, 0.733)  0.196
C (1.773, -3.134, 1.673)  -0.486
Br (2.672, -3.795, 3.301)  0.083
Br (1.186, -4.584, 0.451)  0.045
Br (2.731, -1.772, 0.570)  0.156
H (0.876, -2.645, 2.053)  0.211
C (-3.297, -2.526, -2.279)  -0.478
Br (-3.431, -2.693, -4.220)  0.110
Br (-5.061, -2.299, -1.477)  0.082
Br (-1.913, -1.191, -1.726)  0.136
H (-2.806, -3.379, -1.811)  0.218
C (1.166, -0.605, -5.075)  -0.489
Br (0.158, -1.815, -6.304)  0.035
Br (2.975, -1.400, -4.834)  0.065
Br (0.291, -0.517, -3.236)  0.157
H (1.148, 0.367, -5.569)  0.200
C (1.850, 4.191, -1.334)  -0.476
Br (3.193, 4.081, -2.762)  0.081
Br (0.567, 2.692, -1.563)  0.151
Br (0.957, 5.947, -1.361)  0.102
H (2.353, 4.017, -0.383)  0.207
C (3.715, 0.646, -2.400)  -0.451
Br (3.594, 1.891, -0.851)  0.150
Br (2.730, 1.196, -4.011)  0.110
Br (3.052, -1.197, -1.825)  0.159
H (4.759, 0.535, -2.696)  0.223

HOMO energy: -7.1 eV
total energy: -1309850.92157 eV

(2)
This record from OMol25 describes C15H20BrInN3O4 as an isolated structure in a non-equilibrium geometry. The level of theory is ωB97M-V/def2-TZVPD.

Last column: Mulliken charge in e.
Element x y z (Å)
C (-2.653, 2.526, -3.575)  -0.512
C (-2.092, 4.061, -3.220)  -0.052
Br (-0.168, 4.317, -3.824)  -0.314
C (-3.138, 5.104, -4.005)  -0.859
In (-5.033, 5.103, -2.684)  0.707
N (-6.714, 4.267, -3.790)  -0.710
H (-2.663, 2.302, -4.729)  0.338
H (-3.759, 2.375, -3.161)  0.241
H (-1.962, 1.800, -2.969)  -0.043
H (-2.212, 4.312, -2.060)  0.252
H (-3.407, 4.714, -5.095)  0.172
H (-2.694, 6.191, -4.102)  0.269
H (-4.799, 3.951, -1.280)  -0.354
H (-5.351, 6.794, -2.167)  -0.370
H (-6.957, 3.328, -3.388)  0.142
H (-6.413, 4.077, -4.772)  0.137
C (1.578, -2.111, 0.031)  -0.174
C (1.170, -0.988, 0.752)  -0.113
C (0.050, -0.262, 0.341)  -0.587
C (-0.659, -0.674, -0.795)  -0.029
C (-0.247, -1.797, -1.525)  -0.319
C (0.876, -2.513, -1.106)  -0.563
N (-1.852, 0.070, -1.217)  0.884
O (-2.173, 1.069, -0.556)  -0.526
O (-2.471, -0.345, -2.207)  -0.538
H (2.449, -2.677, 0.358)  0.338
H (1.723, -0.679, 1.636)  0.382
H (-0.255, 0.611, 0.914)  0.437
H (-0.785, -2.125, -2.412)  0.430
H (1.203, -3.388, -1.664)  0.350
C (4.646, -5.029, 5.555)  -0.358
C (3.615, -4.160, 5.913)  -0.468
C (3.319, -3.057, 5.109)  -0.271
C (4.063, -2.836, 3.942)  0.063
C (5.104, -3.703, 3.584)  -0.280
C (5.392, -4.801, 4.397)  -0.442
N (3.740, -1.693, 3.080)  0.988
O (2.824, -0.938, 3.440)  -0.625
O (4.398, -1.550, 2.039)  -0.547
H (4.869, -5.891, 6.182)  0.360
H (3.039, -4.343, 6.817)  0.359
H (2.512, -2.388, 5.402)  0.423
H (5.692, -3.541, 2.684)  0.425
H (6.196, -5.482, 4.127)  0.360

total charge: -1
HOMO energy: -4.0 eV
total energy: -103748.44205 eV
energy relative to the best compared isomer or geometry (same formula, charge and spin): 42.0 kcal per mole

(3)
This record from OMol25 describes C15H20CdN4O4Si as an isolated structure. The level of theory is ωB97M-V/def2-TZVPD.

Last column: natural (NBO) charge in e.
Element x y z (Å)
Cd (0.149, -0.075, -0.077)  1.648
C (-2.447, 2.729, -0.742)  -0.640
C (-1.094, 2.844, -1.379)  0.257
C (-0.732, 3.878, -2.215)  -0.336
C (0.558, 3.870, -2.759)  -0.119
C (1.437, 2.858, -2.473)  -0.322
C (1.022, 1.809, -1.620)  0.425
N (-0.237, 1.852, -1.096)  -0.681
N (1.744, 0.752, -1.216)  -1.253
Si (2.983, -0.170, -1.997)  1.793
C (3.161, 0.214, -3.837)  -1.126
C (4.623, 0.034, -1.087)  -1.121
C (2.426, -1.967, -1.784)  -1.126
H (-3.098, 3.554, -1.023)  0.222
H (-2.348, 2.710, 0.344)  0.221
H (-2.911, 1.791, -1.050)  0.231
H (-1.424, 4.676, -2.442)  0.220
H (0.864, 4.681, -3.409)  0.216
H (2.442, 2.849, -2.871)  0.220
H (3.585, 1.204, -4.018)  0.232
H (2.184, 0.176, -4.325)  0.241
H (3.809, -0.517, -4.324)  0.242
H (4.984, 1.064, -1.092)  0.235
H (5.393, -0.597, -1.538)  0.234
H (4.509, -0.273, -0.045)  0.233
H (1.436, -2.120, -2.221)  0.241
H (2.361, -2.214, -0.719)  0.226
H (3.109, -2.684, -2.243)  0.240
C (0.655, 1.160, 3.773)  -0.660
C (-0.085, -0.059, 3.352)  0.406
N (-0.254, -0.463, 2.108)  -0.613
C (-0.993, -1.626, 2.149)  -0.007
C (-1.275, -1.919, 3.454)  0.011
N (-0.691, -0.920, 4.188)  -0.475
C (-2.007, -3.000, 4.168)  0.765
O (-2.544, -3.925, 3.424)  -0.655
O (-2.064, -2.959, 5.377)  -0.609
C (-1.405, -2.347, 0.892)  0.777
O (-2.033, -3.406, 1.018)  -0.659
O (-1.071, -1.810, -0.209)  -0.818
H (1.022, 1.675, 2.889)  0.246
H (1.501, 0.903, 4.411)  0.240
H (0.005, 1.833, 4.333)  0.239
H (-0.749, -0.897, 5.196)  0.451
H (-2.394, -3.740, 2.435)  0.507

HOMO energy: -8.1 eV
total energy: -42476.69890 eV
energy relative to the best compared isomer or geometry (same formula, charge and spin): 0.0 kcal per mole

(4)
This record from OMol25 describes C15H20FeNO4 as an isolated structure in a non-equilibrium geometry. The level of theory is ωB97M-V/def2-TZVPD.

Last column: Löwdin spin population.
Element x y z (Å)
C (-0.337, -1.543, -4.190)  0.003
O (-1.219, -0.468, -3.824)  0.013
C (-0.979, 0.322, -2.723)  0.041
C (-1.365, -0.026, -1.387)  0.082
C (-0.314, 0.196, -0.312)  0.079
C (0.728, 1.205, -0.665)  0.268
C (0.583, 1.943, -1.815)  0.082
C (-0.419, 1.646, -2.809)  0.317
Fe (-2.511, 1.574, -2.078)  1.866
C (-3.233, 1.701, -0.497)  0.018
O (-3.851, 1.876, 0.469)  0.017
C (-3.842, 0.759, -2.822)  0.046
O (-4.951, 0.533, -3.106)  0.027
C (-2.922, 3.203, -2.599)  0.116
O (-3.439, 4.239, -2.697)  0.088
H (-0.933, -2.202, -4.825)  0.000
H (0.505, -1.132, -4.766)  0.000
H (0.027, -2.090, -3.305)  0.000
H (-1.994, -0.912, -1.237)  0.003
H (-0.822, 0.476, 0.627)  0.021
H (0.162, -0.775, -0.089)  0.032
H (1.549, 1.400, 0.021)  0.017
H (1.252, 2.779, -2.035)  0.000
H (-0.392, 2.157, -3.780)  0.015
C (2.061, -1.767, 4.055)  0.001
C (2.885, -1.758, 2.770)  0.008
C (2.648, -0.550, 1.862)  0.067
N (1.323, 0.082, 1.881)  0.575
C (0.375, -0.219, 2.968)  0.066
C (0.594, -1.524, 3.719)  0.005
H (2.174, -2.726, 4.568)  0.000
H (2.422, -0.988, 4.737)  0.000
H (3.951, -1.793, 3.008)  0.003
H (2.662, -2.661, 2.194)  0.001
H (3.386, 0.236, 2.097)  0.024
H (2.822, -0.839, 0.814)  0.029
H (1.434, 1.093, 1.833)  0.010
H (0.405, 0.623, 3.683)  0.028
H (-0.626, -0.223, 2.511)  0.026
H (0.207, -2.351, 3.114)  0.001
H (-0.005, -1.493, 4.632)  0.001

total charge: +1
HOMO energy (spin up / spin down): -8.7 / -11.0 eV
total energy: -59932.88405 eV
spin multiplicity: 5
energy relative to the best compared isomer or geometry (same formula, charge and spin): 20.8 kcal per mole

(5)
This record from OMol25 describes C15H20MgN2O2 as an isolated structure in a non-equilibrium geometry. The level of theory is ωB97M-V/def2-TZVPD.

Last column: natural (NBO) charge in e.
Element x y z (Å)
C (-0.894, 1.607, 3.645)  -0.614
C (-0.845, 2.143, 0.495)  -1.378
H (-1.611, 1.229, 2.909)  0.214
H (-0.871, 2.699, 3.564)  0.213
H (-1.301, 1.347, 4.629)  0.198
H (-0.505, 2.963, -0.152)  0.182
H (-1.929, 2.221, 0.646)  0.197
H (-0.324, 2.152, 1.441)  0.185
C (-0.694, -2.022, 0.824)  0.079
C (-0.184, -3.208, 1.382)  -0.237
C (1.027, -3.723, 0.887)  -0.147
C (1.689, -3.020, -0.122)  -0.216
H (-1.679, -1.627, 1.102)  0.229
H (-0.761, -3.718, 2.159)  0.238
H (1.434, -4.660, 1.270)  0.233
H (2.563, -3.433, -0.624)  0.222
N (-0.020, -1.302, -0.100)  -0.530
C (1.184, -1.769, -0.543)  0.160
C (1.918, -0.870, -1.467)  0.186
N (1.297, 0.302, -1.802)  -0.562
C (1.972, 1.248, -2.490)  0.074
C (3.945, -0.146, -2.566)  -0.143
C (3.325, 1.083, -2.821)  -0.241
H (1.402, 2.151, -2.761)  0.224
H (3.858, 1.915, -3.264)  0.236
C (3.203, -1.158, -1.955)  -0.213
H (3.582, -2.165, -1.821)  0.223
H (4.982, -0.326, -2.826)  0.233
Mg (-0.677, 0.516, -1.079)  1.705
C (0.499, 0.989, 3.454)  -0.613
H (0.863, 1.054, 2.424)  0.213
H (0.493, -0.077, 3.715)  0.191
H (1.247, 1.480, 4.091)  0.199
C (-4.344, 1.361, -1.484)  -0.728
C (-3.610, 0.218, -2.118)  0.795
O (-4.289, -0.692, -2.605)  -0.659
O (-2.291, 0.293, -2.100)  -1.004
H (-4.486, 1.207, -0.414)  0.222
H (-5.338, 1.432, -1.907)  0.223
H (-3.833, 2.309, -1.616)  0.214

HOMO energy: -7.1 eV
total energy: -28400.98800 eV
energy relative to the best compared isomer or geometry (same formula, charge and spin): 6.3 kcal per mole

(6)
This record from OMol25 describes one molecule with the formula C15H20N4O2 in a non-equilibrium geometry. The level of theory is ωB97M-V/def2-TZVPD.

Last column: natural (NBO) charge in e.
Element x y z (Å)
C (0.532, 3.142, 0.872)  -0.406
N (0.120, 1.998, 0.111)  -0.365
C (0.816, 1.329, -0.870)  0.423
C (2.177, 1.702, -1.313)  -0.489
C (3.300, 1.387, -0.280)  -0.183
N (3.447, 0.025, 0.150)  -0.459
C (3.624, -0.937, -0.923)  -0.227
C (4.176, -2.239, -0.350)  -0.400
C (3.219, -2.788, 0.702)  -0.397
C (2.989, -1.724, 1.769)  -0.400
C (2.474, -0.443, 1.116)  -0.221
N (0.144, 0.335, -1.378)  -0.487
C (-1.051, 0.303, -0.715)  0.156
C (-2.132, -0.552, -0.849)  -0.175
C (-3.216, -0.325, -0.015)  -0.013
N (-4.361, -1.184, -0.117)  0.530
O (-4.324, -2.085, -0.931)  -0.383
O (-5.306, -0.965, 0.615)  -0.387
C (-3.243, 0.712, 0.929)  -0.190
C (-2.173, 1.566, 1.070)  -0.240
C (-1.079, 1.355, 0.241)  0.122
H (1.300, 3.693, 0.331)  0.219
H (-0.324, 3.798, 1.033)  0.217
H (0.929, 2.842, 1.846)  0.208
H (2.220, 2.772, -1.530)  0.222
H (2.376, 1.155, -2.234)  0.247
H (3.157, 2.001, 0.613)  0.189
H (4.245, 1.687, -0.746)  0.202
H (4.332, -0.519, -1.643)  0.197
H (2.674, -1.142, -1.442)  0.180
H (4.315, -2.962, -1.155)  0.207
H (5.146, -2.042, 0.110)  0.201
H (3.627, -3.695, 1.153)  0.209
H (2.266, -3.042, 0.231)  0.197
H (2.267, -2.072, 2.510)  0.207
H (3.930, -1.508, 2.277)  0.201
H (2.340, 0.331, 1.878)  0.191
H (1.495, -0.651, 0.654)  0.172
H (-2.140, -1.358, -1.564)  0.256
H (-4.124, 0.821, 1.542)  0.250
H (-2.190, 2.361, 1.799)  0.220

HOMO energy: -8.4 eV
total energy: -25933.12014 eV
energy relative to the best compared isomer or geometry (same formula, charge and spin): 86.3 kcal per mole